40
Properties=species:S:1:pos:R:3:nbo_charge:R:1 method="wB97M-V/def2-TZVPD" smiles="O=C(N[C@H]1[C@@H]2C[C@H]3C[C@@H](C2)C[C@@H]1C3)[C@H]1NCCS1"
O -2.47 0.29 1.97 -0.60
C -1.27 0.43 2.02 0.67
N -0.49 0.60 0.87 -0.64
C -1.03 0.45 -0.48 -0.05
C -1.07 -0.97 -1.05 -0.23
C -1.69 -0.97 -2.50 -0.40
C -0.90 -0.01 -3.39 -0.22
C 0.57 -0.51 -3.48 -0.40
C 1.18 -0.58 -2.09 -0.22
C 0.36 -1.51 -1.20 -0.41
C 1.18 0.83 -1.55 -0.41
C -0.24 1.38 -1.43 -0.22
C -0.93 1.41 -2.78 -0.40
C -0.55 0.19 3.35 -0.25
N 0.68 -0.57 3.21 -0.64
C 1.45 -0.56 4.46 -0.23
C 1.52 0.91 4.84 -0.54
S 0.02 1.69 4.22 0.20
H 0.51 0.57 1.04 0.41
H -2.09 0.79 -0.49 0.23
H -1.66 -1.65 -0.42 0.22
H -1.62 -2.00 -2.93 0.21
H -2.74 -0.70 -2.51 0.21
H -1.33 0.02 -4.37 0.21
H 0.58 -1.52 -3.92 0.20
H 1.23 0.11 -4.10 0.21
H 2.20 -0.94 -2.16 0.21
H 0.81 -1.61 -0.18 0.20
H 0.40 -2.52 -1.61 0.21
H 1.73 1.47 -2.24 0.21
H 1.72 0.89 -0.59 0.20
H -0.23 2.40 -1.03 0.22
H -1.94 1.71 -2.72 0.21
H -0.43 2.09 -3.49 0.21
H -1.31 -0.34 3.98 0.21
H 0.47 -1.56 2.97 0.37
H 0.96 -1.21 5.22 0.17
H 2.47 -0.94 4.35 0.21
H 1.57 1.06 5.90 0.23
H 2.39 1.39 4.34 0.22

***

17
Properties=species:S:1:pos:R:3:nbo_charge:R:1 method="wB97M-V/def2-TZVPD" smiles=C[C@H](F)Cc1nnc(F)nn1
C 1.80 -1.27 -0.20 -0.66
C 1.75 0.22 0.26 0.22
F 1.75 0.34 1.65 -0.36
C 0.67 1.07 -0.41 -0.48
C -0.77 0.59 -0.11 0.31
N -1.71 1.15 -0.88 -0.16
N -2.94 0.72 -0.66 -0.20
C -3.05 -0.19 0.28 0.64
F -4.27 -0.64 0.46 -0.28
N -2.14 -0.72 1.07 -0.20
N -0.91 -0.30 0.86 -0.16
H 1.08 -1.50 -0.99 0.21
H 2.83 -1.50 -0.53 0.22
H 1.64 -1.87 0.71 0.24
H 2.72 0.65 -0.05 0.17
H 0.79 1.16 -1.49 0.25
H 0.74 2.08 0.02 0.24

***

261
Properties=species:S:1:pos:R:3:mulliken_charge:R:1 method="wB97M-V/def2-TZVPD" smiles="CN(C)P(=O)(N(C)C)N(C)C.CN(C)P(=O)(N(C)C)N(C)C.CN(C)P(=O)(N(C)C)N(C)C.CN(C)P(=O)(N(C)C)N(C)C.CN(C)P(=O)(N(C)C)N(C)C.CN(C)P(=O)(N(C)C)N(C)C.CN(C)P(=O)(N(C)C)N(C)C.CN(C)P(=O)(N(C)C)N(C)C.CN(C)P(=O)(N(C)C)N(C)C"
C 13.72 20.89 26.06 -1.13
N 14.19 21.25 24.72 0.37
C 15.62 21.50 24.70 -0.96
P 13.16 21.14 23.42 0.14
O 11.77 21.21 23.77 -0.95
N 13.82 22.33 22.46 1.31
C 13.49 22.36 21.03 -0.76
C 13.73 23.69 22.99 -1.00
N 13.52 19.72 22.61 0.47
C 14.88 19.40 22.28 -1.00
C 12.56 18.89 21.95 -1.09
H 14.26 20.10 26.49 0.35
H 12.66 20.69 25.98 0.35
H 13.91 21.69 26.78 0.32
H 15.80 22.40 25.29 0.58
H 16.09 21.60 23.73 -0.28
H 16.19 20.66 25.17 0.40
H 13.57 21.42 20.55 -0.06
H 12.44 22.64 20.82 0.40
H 14.14 23.14 20.56 -0.08
H 12.81 24.12 22.78 0.39
H 13.91 23.67 24.09 0.40
H 14.55 24.22 22.43 0.04
H 15.65 19.77 22.93 0.08
H 14.99 18.30 22.31 0.20
H 15.10 19.72 21.26 0.60
H 11.48 19.23 22.06 0.34
H 12.49 17.89 22.41 0.36
H 12.74 18.88 20.89 0.33
C 21.69 17.48 12.11 -1.15
N 20.72 16.67 12.81 0.19
C 20.60 15.40 12.23 -1.25
P 19.29 17.47 13.22 0.04
O 18.34 17.99 12.19 -0.97
N 18.55 16.36 14.19 0.58
C 17.12 16.48 14.51 -0.79
C 19.26 15.45 15.10 -0.91
N 19.89 18.68 14.06 1.32
C 20.76 18.54 15.26 -0.26
C 19.82 20.06 13.45 -1.47
H 22.66 17.02 12.17 0.36
H 21.77 18.49 12.40 0.30
H 21.31 17.48 11.06 0.42
H 19.65 14.98 12.43 0.55
H 21.42 14.65 12.46 0.25
H 20.73 15.58 11.12 0.37
H 16.74 15.40 14.58 0.38
H 16.98 16.92 15.46 0.04
H 16.55 17.11 13.83 0.23
H 20.19 15.14 14.54 0.28
H 19.43 15.86 16.08 0.15
H 18.57 14.59 15.31 0.34
H 20.53 17.63 15.85 -0.02
H 21.83 18.32 15.06 0.32
H 20.62 19.37 15.91 -0.16
H 19.50 19.97 12.42 0.53
H 20.81 20.49 13.37 0.45
H 19.05 20.62 13.91 0.15
C 18.73 29.52 20.02 -1.07
N 18.50 28.47 21.03 0.26
C 19.54 27.41 21.11 -0.25
P 16.95 27.98 21.28 0.39
O 15.87 29.00 20.87 -0.93
N 16.63 26.50 20.56 0.60
C 17.20 25.26 20.97 0.70
C 15.53 26.29 19.69 -1.01
N 16.94 27.63 22.90 0.57
C 17.52 28.64 23.79 -1.12
C 15.68 27.01 23.32 -0.94
H 19.54 30.15 20.43 0.37
H 17.85 30.22 19.95 0.39
H 19.09 29.08 19.07 0.18
H 20.44 28.02 21.17 0.81
H 19.54 26.75 20.23 -0.14
H 19.44 26.86 22.07 -0.35
H 17.97 24.95 20.26 -0.55
H 17.79 25.42 21.87 -0.15
H 16.36 24.54 21.14 -0.20
H 15.25 27.29 19.35 0.54
H 15.77 25.66 18.85 0.13
H 14.68 25.91 20.22 0.22
H 16.69 29.13 24.25 0.36
H 18.15 28.16 24.58 0.23
H 18.14 29.37 23.33 0.40
H 15.87 26.27 24.14 0.31
H 15.20 26.46 22.49 0.05
H 14.91 27.73 23.61 0.40
C 16.70 22.09 9.79 -0.84
N 16.50 23.19 10.76 0.29
C 17.33 24.38 10.47 -0.88
P 16.19 22.77 12.35 -0.44
O 17.35 22.49 13.20 -0.73
N 15.30 24.07 12.89 1.01
C 15.95 24.98 13.94 -0.68
C 14.34 24.81 12.15 -1.22
N 15.24 21.45 12.38 1.31
C 13.83 21.54 12.02 -1.32
C 15.99 20.24 12.12 -1.84
H 16.85 22.53 8.82 0.44
H 15.76 21.55 9.75 0.20
H 17.55 21.45 10.03 0.23
H 16.94 25.22 11.09 0.16
H 17.40 24.62 9.42 0.37
H 18.36 24.07 10.78 0.27
H 16.30 25.90 13.51 0.35
H 15.17 25.27 14.60 0.19
H 16.72 24.41 14.45 -0.22
H 13.80 24.18 11.48 0.36
H 13.49 25.10 12.79 0.27
H 14.62 25.68 11.56 0.30
H 13.25 22.09 12.73 0.46
H 13.65 21.88 10.98 0.23
H 13.43 20.52 12.02 0.37
H 15.67 19.48 12.85 0.68
H 17.04 20.33 12.26 0.30
H 15.86 19.88 11.08 0.39
C 18.63 23.43 24.07 -1.34
N 19.92 24.16 23.85 1.38
C 19.82 25.40 24.61 -1.18
P 21.35 23.24 24.01 0.33
O 21.75 22.70 25.31 -0.88
N 21.19 22.09 22.86 0.58
C 20.64 22.32 21.50 0.40
C 21.24 20.69 23.23 -1.12
N 22.44 24.46 23.55 0.04
C 22.37 24.87 22.12 -0.82
C 23.87 24.04 23.89 -1.01
H 18.52 22.52 23.49 0.22
H 17.82 24.02 23.68 0.31
H 18.43 23.34 25.16 0.32
H 19.66 25.33 25.64 0.40
H 18.99 26.04 24.22 0.12
H 20.71 26.08 24.38 0.21
H 20.63 23.33 21.11 -0.80
H 21.24 21.72 20.80 0.35
H 19.67 21.85 21.41 -0.25
H 22.03 20.18 22.68 0.31
H 21.41 20.57 24.33 0.35
H 20.29 20.23 22.96 0.23
H 22.70 24.04 21.42 0.25
H 21.40 25.23 21.79 -0.18
H 23.05 25.73 21.93 0.58
H 24.54 24.89 23.79 0.29
H 24.11 23.27 23.14 0.34
H 23.87 23.60 24.91 0.36
C 16.60 13.61 18.14 -1.09
N 15.41 13.97 18.93 0.63
C 14.43 14.75 18.20 -0.79
P 15.08 12.97 20.23 0.29
O 16.33 12.41 20.85 -0.92
N 14.09 13.98 21.18 0.49
C 14.57 15.29 21.51 -1.22
C 13.17 13.33 22.16 -1.12
N 14.05 11.72 19.72 0.20
C 14.66 10.58 19.09 -1.09
C 12.66 12.00 19.16 -0.92
H 16.46 14.00 17.14 0.39
H 16.77 12.52 18.07 0.38
H 17.48 13.99 18.65 0.23
H 13.87 14.26 17.39 0.23
H 14.97 15.56 17.65 0.04
H 13.67 15.11 18.90 0.33
H 13.75 16.08 21.30 0.26
H 14.87 15.41 22.55 0.65
H 15.44 15.49 20.87 0.04
H 12.12 13.47 21.89 0.31
H 13.27 12.27 22.25 0.42
H 13.32 13.90 23.12 0.31
H 15.74 10.48 19.35 0.36
H 14.28 9.69 19.53 0.37
H 14.52 10.66 17.99 0.29
H 12.21 12.93 19.57 0.28
H 11.92 11.27 19.51 0.31
H 12.64 12.04 18.05 0.30
C 18.17 25.64 17.00 0.13
N 19.39 24.87 16.64 -0.16
C 19.30 24.19 15.37 -0.62
P 20.62 24.67 17.76 0.13
O 20.12 24.91 19.14 0.09
N 21.26 23.19 17.31 0.23
C 20.30 22.08 17.39 -0.88
C 22.54 22.73 17.82 -0.87
N 21.95 25.67 17.62 0.50
C 22.69 25.71 16.41 -1.18
C 22.29 26.84 18.40 -0.81
H 18.05 25.78 18.11 -0.48
H 17.31 25.10 16.55 -0.30
H 18.12 26.57 16.47 0.65
H 19.12 24.85 14.52 0.49
H 18.56 23.38 15.45 -0.08
H 20.24 23.67 15.21 0.34
H 20.44 21.50 18.29 0.33
H 19.31 22.50 17.51 -0.09
H 20.26 21.37 16.57 -0.11
H 22.97 22.10 17.03 0.26
H 23.21 23.56 18.02 0.46
H 22.43 22.14 18.73 0.13
H 22.44 24.79 15.83 0.29
H 22.43 26.58 15.82 0.34
H 23.80 25.96 16.63 0.36
H 23.39 26.73 18.45 0.41
H 21.82 26.81 19.37 -0.01
H 22.13 27.77 17.89 0.23
C 16.72 22.35 17.74 1.38
N 17.12 21.20 18.61 1.11
C 17.28 21.65 20.03 0.46
P 16.32 19.83 18.43 -0.98
O 14.92 19.84 18.87 -1.06
N 16.47 19.59 16.78 1.28
C 15.28 19.55 15.92 0.48
C 17.77 19.43 16.19 0.03
N 17.28 18.81 19.32 0.82
C 16.72 17.52 19.54 -1.20
C 18.73 18.83 19.43 -0.48
H 15.65 22.63 17.87 -0.62
H 16.82 22.17 16.67 -0.53
H 17.42 23.14 18.05 -0.31
H 18.05 21.00 20.39 0.12
H 16.38 21.47 20.63 -0.91
H 17.53 22.72 19.92 -0.30
H 14.40 19.63 16.61 -0.83
H 15.24 20.40 15.19 -0.28
H 15.24 18.56 15.47 0.45
H 17.71 19.58 15.11 0.41
H 18.55 20.10 16.68 -0.73
H 18.09 18.47 16.47 0.33
H 15.66 17.57 19.59 0.38
H 17.04 16.83 18.70 -0.02
H 17.17 17.06 20.44 0.59
H 18.95 18.48 20.44 0.37
H 19.17 19.81 19.18 -0.35
H 19.17 18.05 18.82 0.33
C 8.96 21.97 14.15 -1.04
N 9.53 22.42 15.40 0.36
C 8.65 22.25 16.53 -1.00
P 11.17 22.22 15.59 -0.10
O 11.76 22.11 14.24 -0.74
N 11.54 23.55 16.58 0.68
C 10.85 24.87 16.53 -1.20
C 12.97 23.68 16.83 -1.60
N 11.63 20.88 16.49 1.18
C 11.65 20.85 17.90 -1.03
C 11.57 19.62 15.82 -0.97
H 8.03 22.58 14.06 0.43
H 8.78 20.87 14.20 0.26
H 9.56 22.19 13.26 0.21
H 7.71 22.75 16.31 0.38
H 9.00 22.80 17.43 0.26
H 8.39 21.20 16.89 0.22
H 9.79 24.78 16.83 0.31
H 11.35 25.44 17.30 0.45
H 10.87 25.39 15.56 0.30
H 13.15 23.96 17.84 0.71
H 13.40 22.75 16.60 0.34
H 13.44 24.51 16.21 0.30
H 10.73 20.38 18.28 0.21
H 12.57 20.40 18.29 0.02
H 11.55 21.86 18.29 0.38
H 11.37 19.85 14.80 0.31
H 10.73 19.03 16.22 0.30
H 12.56 19.12 15.93 0.04

***

34
Properties=species:S:1:pos:R:3:nbo_charge:R:1 method="wB97M-V/def2-TZVPD"
N -1.14 -2.95 0.25 -0.81
C -0.57 -2.05 -0.57 0.41
C -1.51 -1.21 -1.39 -0.26
N -2.06 -0.14 -0.59 -0.42
C -1.57 1.22 -0.66 -0.21
C -2.12 1.87 0.61 -0.41
C -3.34 1.01 0.96 -0.50
C -3.01 -0.34 0.34 0.70
O -3.52 -1.41 0.60 -0.65
N 0.68 -1.81 -0.72 -0.26
O 1.53 -2.59 0.11 -0.39
C 2.62 -1.96 0.54 0.77
O 3.47 -2.56 1.14 -0.54
C 2.70 -0.49 0.24 -0.09
C 3.66 -0.01 -0.64 -0.18
C 3.75 1.35 -0.90 -0.21
C 2.89 2.24 -0.28 -0.20
C 1.94 1.77 0.62 -0.25
C 1.85 0.42 0.87 -0.03
Cl 0.67 -0.16 2.01 0.01
H -0.55 -3.43 0.92 0.41
H -2.12 -2.85 0.45 0.44
H -0.98 -0.78 -2.24 0.24
H -2.34 -1.84 -1.75 0.23
H -1.96 1.70 -1.57 0.19
H -0.48 1.23 -0.71 0.22
H -1.38 1.80 1.41 0.22
H -2.38 2.91 0.46 0.22
H -4.25 1.38 0.51 0.23
H -3.51 0.91 2.03 0.24
H 4.32 -0.71 -1.12 0.23
H 4.49 1.71 -1.59 0.22
H 2.96 3.29 -0.48 0.22
H 1.28 2.46 1.12 0.23

***

Results for frontier orbital gap: 9.3 8.9 8.7 9.9 (in eV, following the order of the records).
Results for energy relative to the best compared isomer or geometry (same formula, charge and spin): 0.0000 0.0000 2.7124 0.9127 (in eV, following the order of the records).
Results for total energy: -30739.1396 -16675.2398 -200896.1354 -36843.4635 (in eV, following the order of the records).